Entry from OMol25: 13 unconnected molecules or ions with the total composition C14H54N12O13 at a distorted geometry (the ωB97M-V functional and the def2-TZVPD basis).

Values from the calculation:
Energy relative to the best compared isomer or geometry (same formula, charge and spin) in kJ/mol: 687.3
M in g mol⁻¹: 598.7
Orbital gap in eV: 7.5

```
! RIJCOSX wB97M-V def2-TZVPD def2/J DEFGRID3
* xyz 0 1
C 25.4299 -7.0257 -1.6283
C 24.0826 -6.4957 -2.1486
O 23.6482 -6.9651 -3.3050
H 25.4875 -8.1244 -1.5126
H 25.6378 -6.7773 -0.5784
H 26.2777 -6.7057 -2.2388
H 24.1420 -5.4789 -2.2821
H 23.2965 -6.5972 -1.4171
H 22.9333 -7.6301 -3.1571
C 29.0460 -8.9687 4.6992
O 29.7125 -9.9117 5.4071
N 28.3329 -9.1932 3.6427
N 29.1695 -7.6962 4.8794
H 27.8599 -10.1553 3.5183
H 27.9105 -8.4305 3.1248
H 29.7468 -7.3082 5.6309
H 28.4464 -7.1379 4.4046
C 26.2167 -4.0221 2.1982
O 25.3900 -4.0561 3.2902
N 27.0925 -3.1372 1.9471
N 26.1405 -5.0037 1.3376
H 27.0528 -2.2834 2.5221
H 27.5602 -2.9811 1.0370
H 25.3739 -5.6443 1.5772
H 26.8747 -5.2960 0.7194
C 26.0819 -9.4153 1.1336
O 27.1327 -8.6428 1.3012
N 26.1150 -10.6419 0.9009
N 24.9368 -9.0213 1.3494
H 26.9817 -11.2222 1.0888
H 25.2781 -11.2211 0.7024
H 24.8094 -8.0088 1.6095
H 24.0556 -9.5428 1.1696
C 21.6943 -11.2429 1.0375
O 22.5682 -10.2161 0.8079
N 21.9285 -12.4452 0.5795
N 20.5901 -11.2538 1.6560
H 22.8645 -12.4691 0.3485
H 21.5059 -13.3195 0.8649
H 20.2132 -10.2852 1.8627
H 19.8989 -11.9579 1.4641
C 30.4320 -10.0575 0.8786
O 31.5459 -10.6505 0.2969
N 29.6546 -9.0733 0.3640
N 29.9320 -10.5851 1.9969
H 29.8472 -8.7769 -0.5763
H 28.8579 -8.6354 0.7740
H 30.4787 -11.3168 2.4220
H 29.5245 -9.8445 2.6262
C 27.2271 -12.5322 2.6869
O 27.2201 -11.5534 3.5927
N 26.4043 -13.5250 2.6288
N 28.0277 -12.3871 1.7040
H 25.5416 -13.6731 3.1479
H 26.5940 -14.2472 1.9831
H 28.7496 -11.6314 1.7565
H 28.0151 -13.0534 0.8550
C 23.1120 -9.9848 -2.1290
O 22.0482 -9.4993 -2.9272
H 22.9269 -10.9869 -1.7416
H 23.4229 -9.2786 -1.3440
H 23.9844 -10.1765 -2.7883
H 21.7821 -10.1846 -3.5603
C 25.1964 -12.7815 -1.4946
O 24.6322 -13.0122 -0.2252
H 25.8546 -13.6134 -1.6774
H 25.5807 -11.7765 -1.6081
H 24.4520 -12.8596 -2.2264
H 24.8597 -13.9370 -0.0198
C 22.8484 -6.5292 2.4193
O 23.7716 -6.4688 1.4026
H 22.4695 -7.5428 2.5921
H 22.0917 -5.8040 2.2764
H 23.2693 -6.1271 3.3688
H 23.3168 -6.4247 0.5614
C 23.7654 -10.1876 4.2439
O 24.1771 -11.0631 3.1885
H 23.0332 -9.4590 3.9975
H 24.6091 -9.6001 4.6378
H 23.4461 -10.8206 5.0609
H 24.8237 -10.5762 2.5955
C 26.0170 -6.9977 4.1143
O 27.1134 -6.6098 3.3746
H 25.7393 -6.1185 4.7207
H 26.3613 -7.6855 4.8614
H 25.1232 -7.4347 3.6133
H 26.7954 -6.1222 2.6448
C 27.6105 -9.9782 -2.1774
O 28.3859 -10.9697 -1.4950
H 27.4722 -10.1700 -3.2317
H 28.1197 -9.0781 -2.0225
H 26.5935 -9.9589 -1.7983
H 28.7054 -10.5659 -0.6625
*
```

Entry from OMol25: 14 unconnected molecules or ions with the total composition C14H56N14O14 at a distorted geometry (the ωB97M-V functional and the def2-TZVPD basis).

Values from the calculation:
Energy relative to the best compared isomer or geometry (same formula, charge and spin) in kJ/mol: 722.2
M in g mol⁻¹: 644.7
Orbital gap in eV: 8.6

```
! RIJCOSX wB97M-V def2-TZVPD def2/J DEFGRID3
* xyz 0 1
C -3.2043 -2.8508 2.0293
O -1.8523 -2.7948 1.9303
N -4.0543 -2.1118 1.3863
N -3.8033 -3.5858 2.9103
H -3.7413 -1.5268 0.5263
H -4.9363 -1.8048 1.7603
H -3.1613 -4.0658 3.5843
H -4.7623 -3.9488 2.7553
C -0.4253 4.4672 -1.4847
O 0.4607 3.5602 -2.0127
N -0.0423 5.4222 -0.7447
N -1.6913 4.4292 -1.7347
H 0.9917 5.5092 -0.5287
H -0.6353 6.1592 -0.3577
H -1.9633 3.4742 -2.1677
H -2.4683 5.0892 -1.4897
C -3.4363 1.3092 2.5883
O -2.9343 1.6012 1.3453
N -2.8843 0.2812 3.2253
N -4.4403 1.8722 3.2043
H -2.1713 -0.2508 2.6473
H -3.2583 -0.1918 4.0693
H -4.8883 2.6502 2.6703
H -4.7973 1.5122 4.1073
C 0.1097 0.4042 0.6183
O -0.6063 -0.4158 1.5233
N 1.4327 0.2832 0.4843
N -0.4393 1.1002 -0.2737
H 1.9007 -0.0628 1.3803
H 1.9967 0.9902 -0.0867
H -1.3283 1.4432 0.0643
H 0.0907 1.7922 -0.7597
C 2.2147 -2.4258 -1.7067
O 3.3847 -1.7928 -1.9167
N 1.3607 -2.0858 -0.8277
N 1.8787 -3.5108 -2.3537
H 1.4337 -1.2088 -0.3527
H 0.4137 -2.5478 -0.8577
H 2.5027 -3.8498 -3.1497
H 0.9407 -3.9138 -2.2687
C -0.9693 -4.3168 -1.2007
O -1.0743 -5.4358 -0.3637
N -0.7323 -4.2948 -2.5217
N -1.1193 -3.1228 -0.7427
H -0.6033 -5.2248 -2.9547
H -0.8133 -3.5288 -3.1677
H -1.1963 -3.0578 0.2593
H -1.3653 -2.2878 -1.2617
C -2.9633 -0.9188 -1.6287
O -3.7413 -1.5098 -2.5207
N -3.3893 -0.4858 -0.4477
N -1.6813 -0.6548 -1.8397
H -4.4453 -0.4518 -0.2447
H -2.8423 0.1232 0.1743
H -1.3233 -0.9738 -2.7317
H -1.0773 0.0312 -1.2327
C 3.8807 2.3282 -0.1897
O 2.7847 2.0682 -1.0047
H 4.0647 3.3662 0.0183
H 4.6617 1.7452 -0.5697
H 3.6587 1.8812 0.8183
H 2.9317 2.4822 -1.8797
C 1.4417 0.6382 -3.1157
O 1.3927 -0.3748 -4.0577
H 1.1407 0.2332 -2.1467
H 0.6817 1.3272 -3.4077
H 2.3227 1.2302 -3.1497
H 2.2177 -0.8478 -3.9147
C 1.3517 -3.9798 1.8883
O 1.8827 -2.6948 1.7273
H 0.2527 -3.9498 1.7813
H 1.5177 -4.4208 2.8333
H 1.8107 -4.5768 1.0853
H 1.7547 -2.5718 0.8093
C 4.9247 -1.0808 0.8743
O 5.1327 -0.5448 -0.3837
H 5.2397 -2.0768 0.9853
H 3.8767 -1.0428 1.1733
H 5.4587 -0.4978 1.6553
H 4.4467 -0.9438 -0.9757
C 1.7337 4.1132 1.9673
O 0.8097 5.2062 2.0593
H 1.6417 3.4792 1.0783
H 1.4437 3.4292 2.7463
H 2.6977 4.4482 2.2473
H 0.7757 5.6942 1.2083
C -2.4483 1.7732 -3.9207
O -2.1193 1.8192 -2.5557
H -3.4253 1.3272 -3.9987
H -1.6813 1.1992 -4.2637
H -2.4143 2.7402 -4.4157
H -1.9723 0.9002 -2.2677
C 1.7747 0.4682 3.7253
O 2.9607 0.7232 3.0563
H 1.1037 1.2592 3.4173
H 1.7797 0.4012 4.8053
H 1.2817 -0.4028 3.3423
H 3.3747 1.4282 3.6023
*
```